Density functional theory data (ωB97M-V with the def2-TZVPD basis set) for a cluster of 6 separate species, C18H43F4N5O5P in total.

Each line ends with the Löwdin charge.
Positions of all 76 atoms, in Å:
F -3.3140 2.2189 0.9262  -0.476
P -2.6244 2.0856 -0.6915  0.374
C -2.9848 0.1985 -0.7938  -0.373
C -1.7768 -0.7260 -0.3232  -0.147
C -1.8442 -1.1953 1.1764  -0.457
F -2.4635 -2.4459 1.3597  0.040
F -2.4409 -0.3054 2.0488  0.080
F -0.5183 -1.3766 1.6718  0.008
H -3.9717 2.3747 -1.2019  -0.062
H -2.3262 3.5192 -0.6321  -0.067
H -1.3145 1.7882 -0.1987  -0.046
H -2.1752 2.1308 -2.0871  -0.059
H -3.9814 -0.0977 -0.3106  0.075
H -3.1306 -0.0284 -1.9096  0.028
H -1.8399 -1.6759 -0.9561  0.106
H -0.7695 -0.2643 -0.5847  0.118
C 0.7017 4.0436 -0.8474  -0.330
O 0.0001 3.0605 -0.8929  -0.075
N 1.7696 4.2083 -0.0120  -0.209
C 2.5664 5.4156 -0.0112  -0.081
C 2.1137 3.1367 0.9029  -0.046
H 0.5244 4.9148 -1.5012  0.131
H 3.6023 5.1620 -0.2537  0.082
H 2.5260 5.8715 0.9821  0.082
H 2.1923 6.1289 -0.7465  0.077
H 2.3329 2.2317 0.3314  0.092
H 1.2631 2.9371 1.5588  0.096
H 2.9825 3.4111 1.5019  0.079
C 4.4588 -2.4409 1.4434  -0.358
O 4.3871 -1.4189 0.7892  0.014
N 3.4041 -3.2096 1.8185  -0.200
C 3.5754 -4.4161 2.5997  -0.067
C 2.0622 -2.8112 1.4251  -0.040
H 5.4270 -2.8367 1.7960  0.116
H 3.1828 -5.2662 2.0359  0.088
H 3.0245 -4.3159 3.5381  0.089
H 4.6292 -4.5908 2.8212  0.078
H 2.0079 -2.7640 0.3354  0.100
H 1.8501 -1.8202 1.8281  0.088
H 1.3266 -3.5227 1.7979  0.089
C -7.0370 3.2568 2.0763  -0.335
O -7.9140 4.0959 1.9587  -0.014
N -7.1758 2.0678 2.7225  -0.205
C -6.0867 1.1155 2.8237  -0.055
C -8.4515 1.7443 3.3276  -0.064
H -6.0311 3.4038 1.6529  0.137
H -6.3900 0.1756 2.3554  0.087
H -5.8618 0.9417 3.8797  0.084
H -5.1906 1.4908 2.3238  0.069
H -9.2262 1.7435 2.5566  0.086
H -8.7009 2.5055 4.0714  0.085
H -8.4089 0.7655 3.8051  0.079
C 10.1062 -0.3490 0.4112  -0.358
O 10.0332 0.6722 -0.2427  0.011
N 9.0498 -1.1184 0.7861  -0.205
C 9.2192 -2.3251 1.5674  -0.068
C 7.7099 -0.7189 0.3913  -0.030
H 11.0738 -0.7434 0.7633  0.126
H 8.8265 -3.1749 1.0031  0.087
H 8.6673 -2.2244 2.5056  0.087
H 10.2724 -2.5005 1.7899  0.079
H 7.6558 -0.6714 -0.6982  0.100
H 7.4978 0.2730 0.7950  0.101
H 6.9739 -1.4296 0.7631  0.054
C -3.5174 -1.0694 -4.3614  -0.312
O -2.8362 -1.1612 -3.3632  0.009
N -3.7393 -2.0737 -5.2561  -0.207
C -4.5677 -1.8888 -6.4288  -0.071
C -3.1259 -3.3667 -5.0247  -0.051
H -4.0279 -0.1303 -4.6291  0.142
H -5.4033 -2.5930 -6.3920  0.085
H -3.9696 -2.0797 -7.3238  0.084
H -4.9597 -0.8723 -6.4717  0.083
H -3.4654 -3.7589 -4.0632  0.092
H -2.0403 -3.2487 -4.9894  0.091
H -3.3933 -4.0631 -5.8195  0.081

Forces on the atoms, in the same order (eV/Å):
F 0.006 -0.205 0.298
P -0.498 0.390 -0.763
C -0.718 -1.096 -0.563
C -0.986 -0.835 -0.566
C 0.870 0.538 0.059
F 0.743 1.895 -0.205
F 0.826 -1.668 -1.321
F -1.858 0.035 -0.400
H -0.166 -0.187 0.144
H -0.221 -0.076 0.160
H -0.510 -0.225 0.516
H 0.264 -0.297 0.185
H 1.393 0.333 -0.228
H 0.277 0.578 2.116
H 0.192 0.998 1.012
H -1.280 -0.303 0.820
C -0.141 -0.236 0.025
O 1.627 0.713 -0.222
N -0.084 0.337 -0.263
C -0.090 -0.412 0.171
C -0.298 -0.115 -0.160
H 0.047 0.151 0.022
H 0.064 0.219 0.026
H 0.141 0.172 -0.070
H -0.042 -0.103 0.032
H -0.006 -0.057 0.181
H 0.100 -0.140 0.005
H -0.048 0.070 -0.101
C -0.522 -0.208 0.091
O 0.005 -0.103 0.042
N 0.756 0.116 -0.048
C -0.206 0.199 -0.141
C 0.137 0.306 -0.129
H 0.030 -0.130 0.092
H 0.042 -0.100 0.166
H 0.055 -0.186 0.023
H -0.050 0.072 -0.050
H -0.157 0.073 0.080
H -0.146 -0.100 -0.129
H 0.126 0.050 0.019
C 0.285 -0.276 0.027
O -0.244 -0.156 0.185
N 0.104 0.433 -0.226
C -0.061 0.055 -0.001
C 0.033 0.322 -0.183
H 0.024 -0.133 0.024
H 0.178 -0.055 0.051
H 0.101 -0.126 -0.050
H -0.059 0.001 -0.058
H -0.103 -0.015 0.159
H -0.164 -0.098 -0.009
H 0.102 0.066 -0.071
C -0.330 -0.214 0.102
O -0.113 -0.074 0.031
N 0.676 0.174 -0.048
C -0.224 0.204 -0.153
C 0.146 0.200 -0.108
H 0.011 -0.093 0.061
H 0.045 -0.105 0.163
H 0.059 -0.187 0.034
H -0.055 0.074 -0.051
H -0.160 0.050 0.082
H -0.154 -0.075 -0.102
H 0.083 0.091 -0.036
C 0.032 -0.022 -0.025
O 0.085 -0.800 -0.981
N -0.110 0.397 0.067
C 0.201 -0.244 0.197
C 0.085 0.203 0.248
H -0.041 0.016 -0.047
H -0.065 0.083 -0.189
H -0.174 0.040 -0.115
H 0.072 -0.060 0.081
H 0.131 -0.103 -0.053
H -0.034 -0.162 0.054
H -0.035 0.126 0.015

## Properties
* charge: -1
* HOMO-LUMO gap: 4.85 eV
* lowest unoccupied orbital energy: 1.896 eV



Density functional theory data (ωB97M-V with the def2-TZVPD basis set) for a cluster of 3 separate species, C36H43F7N2O5PS2 in total.

Each line ends with the Löwdin charge.
Positions of all 96 atoms, in Å:
C -1.4314 2.7995 2.0513  -0.062
C -1.2441 1.4490 1.1930  -0.388
F -0.0617 0.7019 1.6027  -0.070
P -1.2271 1.8130 -0.6670  1.056
C -2.0230 3.4500 -1.1642  -0.175
C 0.6327 1.9411 -1.1541  -0.264
C 1.3361 3.2716 -0.5840  -0.271
C 2.4061 2.9747 0.6039  -0.480
S 3.6846 1.8087 -0.0668  0.797
C 5.3024 1.9971 0.8153  -0.983
S 6.3871 3.1230 0.1683  0.688
N 5.7223 1.2859 2.0415  -0.154
C 5.3941 2.0331 3.2721  -0.220
C 6.6068 2.4049 4.2054  0.023
C 6.4022 3.2355 5.5173  -0.052
C 4.9776 3.7310 5.9613  -0.057
C 3.7811 3.3112 5.0419  -0.062
C 3.9864 2.4816 3.7295  -0.009
C 5.2749 -0.1159 2.0792  -0.168
C 4.7990 -0.8173 3.4060  0.000
C 4.3634 -2.3305 3.4286  -0.068
C 4.3502 -3.2300 2.1605  -0.073
C 4.8155 -2.5313 0.8288  -0.072
C 5.2724 -1.0553 0.8115  -0.046
C -2.0782 0.4353 -1.6671  -0.243
C -2.4595 -0.8658 -0.7998  -0.106
C -3.9325 -0.7398 -0.1255  -0.359
O -4.5704 -1.7988 0.0886  0.044
N -4.5823 0.5368 0.2136  0.059
C -5.2944 0.4806 1.5193  -0.194
C -6.8423 0.2136 1.5790  0.013
C -7.6399 0.1917 2.9335  -0.045
C -6.8973 0.3952 4.2789  -0.066
C -5.3727 0.6616 4.2682  -0.057
C -4.5941 0.7145 2.9020  -0.011
H -2.3528 3.3516 1.6203  0.094
H -0.5000 3.4600 2.0321  0.090
H -1.6999 2.4563 3.1215  0.103
H -2.1312 0.7654 1.4113  0.087
H -1.7721 4.2250 -0.3648  0.060
H -1.5152 3.7793 -2.1512  0.097
H -3.1411 3.2907 -1.3342  0.077
H 1.0988 0.9586 -0.8075  0.092
H 0.6849 2.0155 -2.3185  0.088
H 1.8342 3.8678 -1.4415  0.130
H 0.5481 4.0024 -0.1483  0.096
H 2.8650 3.9613 0.9896  0.111
H 1.7815 2.4862 1.4483  0.055
H 7.6776 2.0739 3.9405  0.110
H 7.2710 3.5475 6.2034  0.094
H 4.7859 4.3526 6.8986  0.091
H 2.7449 3.6508 5.4017  0.085
H 3.0663 2.2146 3.1163  0.072
H 4.7724 -0.2935 4.4207  0.091
H 4.0481 -2.8468 4.4104  0.092
H 4.0524 -4.3288 2.1402  0.086
H 4.8363 -3.0836 -0.1832  0.091
H 5.6104 -0.5859 -0.1854  0.090
H -3.0643 0.8717 -2.0887  0.114
H -1.4557 0.0838 -2.5653  0.101
H -2.4974 -1.7875 -1.4698  0.125
H -1.7458 -1.0756 0.0774  0.129
H -3.8796 1.2935 0.2908  0.075
H -7.4369 0.0331 0.6116  0.105
H -8.7757 0.0265 2.9657  0.100
H -7.4318 0.3602 5.2826  0.095
H -4.7871 0.8265 5.2439  0.096
H -3.4785 0.9466 2.9888  0.056
C 4.8411 0.4793 -6.9130  -0.057
C 4.1346 -0.2352 -5.7784  -0.200
O 3.1048 0.5983 -5.2190  0.019
C 1.9208 0.5899 -5.8647  -0.370
O 1.6910 -0.0553 -6.8532  0.180
C 0.9123 1.4749 -5.1363  -0.496
F 1.4398 2.6552 -4.7458  0.153
F 0.4363 0.8821 -4.0116  0.106
F -0.1602 1.7752 -5.8884  0.168
H 5.2223 1.4478 -6.5789  0.086
H 5.6746 -0.1192 -7.2861  0.088
H 4.1568 0.6748 -7.7418  0.080
H 4.8445 -0.4396 -4.9740  0.127
H 3.7268 -1.1975 -6.0998  0.128
C -4.8547 -4.1546 -1.8306  -0.070
C -3.8701 -5.2201 -2.2709  -0.206
O -4.1711 -6.4754 -1.6447  0.023
C -5.1298 -7.2182 -2.2395  -0.363
O -5.7241 -6.8870 -3.2324  0.168
C -5.3120 -8.5426 -1.5022  -0.512
F -5.3347 -8.3891 -0.1612  0.154
F -4.3105 -9.4075 -1.7711  0.158
F -6.4565 -9.1673 -1.8323  0.161
H -4.8810 -4.0824 -0.7414  0.073
H -4.5807 -3.1811 -2.2427  0.067
H -5.8684 -4.3964 -2.1585  0.085
H -2.8622 -4.9437 -1.9521  0.121
H -3.8464 -5.3221 -3.3596  0.126

Forces on the atoms, in the same order (eV/Å):
C -0.443 -0.976 -0.044
C -0.309 0.152 1.424
F -1.931 1.490 -1.110
P 1.674 -0.020 -1.607
C 0.364 -0.010 -0.059
C -0.301 0.369 -0.814
C 0.408 0.632 0.546
C -1.226 0.752 0.490
S 0.008 -0.267 0.351
C 2.001 2.414 0.053
S -1.931 -2.025 1.124
N -2.857 -1.022 -0.355
C 0.490 2.638 4.275
C -2.892 1.207 1.155
C -3.041 -0.354 -1.551
C 0.428 -2.806 -4.183
C 3.353 -0.577 -0.289
C 2.402 0.940 1.890
C -1.509 -4.900 0.839
C 0.021 -2.082 -2.527
C 0.889 0.600 -3.076
C 1.474 4.613 -0.600
C 0.033 1.958 2.825
C -0.811 -0.590 2.249
C -0.727 -0.678 -0.126
C -0.972 0.688 0.573
C -1.966 -3.044 0.425
O 2.430 3.675 -0.645
N 1.741 -0.992 1.508
C -3.217 -0.063 4.299
C 1.316 0.540 2.595
C 3.802 0.523 0.166
C 2.256 0.236 -3.195
C -1.695 -0.476 -3.463
C -3.096 -0.562 0.202
H 1.528 -0.799 0.804
H -1.348 -0.952 0.037
H 0.638 0.785 -1.688
H 1.265 0.839 -0.318
H -0.631 -0.999 -1.174
H -0.855 -0.684 1.561
H 1.532 0.423 0.391
H -0.418 1.387 -0.449
H -0.363 -0.425 2.353
H -0.725 -1.245 1.339
H 1.245 -1.195 -0.593
H -0.678 -1.617 -0.719
H 1.259 0.711 -1.217
H -2.042 0.558 0.308
H -1.329 -0.772 -1.464
H 0.455 -1.066 -1.541
H 1.658 -0.747 -0.946
H 1.490 0.314 0.944
H 0.125 -0.637 -1.832
H 0.616 1.266 -1.653
H 0.434 1.821 0.242
H -0.030 0.906 1.962
H -0.563 -0.942 1.727
H 1.666 -0.546 0.629
H -0.602 0.935 1.436
H 0.002 1.312 1.001
H -0.880 0.287 -1.427
H -0.685 -0.492 -0.276
H 1.210 0.338 1.657
H 2.060 0.234 -0.308
H 0.698 0.046 -1.670
H -1.083 -0.301 -1.789
H -1.750 -0.441 -0.304
C -0.210 0.284 -0.160
C 0.805 -0.435 -0.383
O -1.361 0.338 0.121
C 1.773 -1.300 -0.671
O -0.506 0.795 0.815
C -1.130 1.423 0.041
F 0.089 -0.580 -0.107
F 0.244 -0.337 -0.387
F 0.708 -0.504 0.175
H 0.069 -0.157 0.057
H -0.085 0.019 0.079
H 0.060 -0.144 0.034
H -0.298 0.219 0.121
H -0.193 0.247 0.014
C -0.333 -0.281 0.138
C 0.051 0.669 -0.267
O -0.406 -0.908 -0.123
C 0.473 1.625 -0.818
O 0.193 -0.701 0.819
C -0.470 -1.799 1.036
F 0.076 0.370 -0.567
F -0.143 0.654 -0.191
F 0.495 0.714 -0.183
H 0.143 0.076 -0.163
H -0.003 -0.079 0.030
H 0.126 0.035 -0.132
H -0.079 -0.337 0.152
H -0.154 -0.196 0.150

## Properties
* charge: +1
* HOMO-LUMO gap: 6.90 eV
* lowest unoccupied orbital energy: -3.199 eV



| no. | HOMO level (hartree) | strongest force on any atom (eV/Å) | electronic energy (Eh) |
| --- | --- | --- | --- |
| 1 | -0.109 | 2.28 | -2102.3849 |
| 2 | -0.371 | 5.37 | -3719.3198 |